--- A ---
An isolated molecule of C5H5F, computed with wB97M-V/def2-TZVPD.

As for the SMILES: C#C/C(F)=C\C. The calculation puts the HOMO-LUMO gap at 9.7 eV.

Cartesian coordinates (Å):
C  0.0402  1.5196  0.0067
C  0.9475  0.3496  -0.3051
C  0.6905  -0.9964  -0.3697
C  -0.4016  -1.5151  0.4210
C  -1.4975  -1.8151  0.8520
H  -1.2128  1.4168  -0.1060
H  0.3865  1.8942  1.0977
H  0.2029  2.3510  -0.7198
H  1.9028  0.3649  -1.0126
H  -2.6938  -1.7336  0.9680
F  1.6352  -1.8360  -0.8321

***

--- B ---
An isolated molecule of C5H5F, computed with wB97M-V/def2-TZVPD.

The calculation puts the HOMO-LUMO gap at 8.4 eV.

Cartesian coordinates (Å):
C  -0.0633  0.7372  -1.0918
C  0.0712  -0.6330  1.6582
C  0.4145  -0.6808  -0.8481
C  1.4144  0.3814  -1.0193
C  0.0332  -1.2137  0.4408
F  -0.7407  -2.3598  0.2920
H  -0.2598  1.2423  -1.9900
H  -0.4078  1.1922  -0.1232
H  0.6599  0.2488  1.8188
H  -0.4438  -1.1858  2.4520
H  0.5281  -1.4086  -1.7676

***

--- C ---
An isolated molecule of C5H5F, computed with wB97M-V/def2-TZVPD.

As for the SMILES: C#C[C@H]1C[C@H]1F. The calculation puts the HOMO-LUMO gap at 10.6 eV.

Cartesian coordinates (Å):
C  1.1783  0.0876  0.4024
C  0.0838  0.4290  1.2596
C  -0.0391  0.5333  -0.2674
C  -0.8020  -0.3345  -1.0592
C  -1.6477  -1.0739  -1.5529
H  2.1015  0.7622  0.3799
H  -0.4439  -0.4530  1.6815
H  0.2692  1.2628  1.9385
H  -0.1283  1.6007  -0.6960
H  -2.1816  -1.6178  -2.3264
F  1.6097  -1.1965  0.2400

***

The least stable of them is B.

***

--- A ---
An isolated molecule of C8H19N3, computed with wB97M-V/def2-TZVPD.

As for the SMILES: [H]/N=N/N(C(C)(C)C)C(C)(C)C. The calculation puts the HOMO-LUMO gap at 9.4 eV.

Cartesian coordinates (Å):
C  0.6113  -1.7082  -0.9661
C  -1.4286  -1.8970  0.4738
C  -1.3694  -0.7004  -1.7884
C  1.4688  1.4542  -0.8420
C  0.5942  2.1119  1.3655
C  1.8389  0.1116  1.2430
C  -0.6710  -0.9937  -0.5366
C  0.7953  0.9766  0.4983
N  -2.7681  0.6046  0.3393
N  -1.5571  0.9430  0.6170
N  -0.4532  0.2840  0.1942
H  1.3286  -1.1076  -1.4286
H  1.1336  -2.1713  -0.2021
H  0.4536  -2.4981  -1.6798
H  -2.3707  -1.4010  0.7618
H  -0.8453  -2.0672  1.4857
H  -1.5870  -2.8609  -0.0215
H  -2.2315  -0.0149  -1.6281
H  -0.6240  -0.1680  -2.4283
H  -1.6050  -1.5534  -2.5642
H  1.7006  0.5284  -1.3791
H  0.6708  2.1226  -1.1715
H  2.2872  2.0902  -0.4731
H  0.4126  1.8319  2.4354
H  -0.4025  2.4075  1.0871
H  1.5124  2.8412  1.4022
H  2.2834  -0.5396  0.4999
H  2.5545  0.8076  1.6787
H  1.5571  -0.6258  2.0966
H  -3.2894  1.1919  0.9306

***

--- B ---
A 2-piece molecular cluster, C8H19N3 overall, computed with wB97M-V/def2-TZVPD.

As for the SMILES: C=NN1CCC1.CCCCN. The calculation puts the HOMO-LUMO gap at 8.9 eV.

Cartesian coordinates (Å):
C  0.4536  -0.2763  3.8719
C  -0.3671  0.9343  3.4266
C  -0.7797  0.9341  1.9646
C  -1.7248  2.0639  1.5733
C  -0.0236  -0.8382  -0.8816
C  1.5827  -2.3929  -3.6972
C  1.9152  -1.1428  -4.5299
C  1.3021  -0.3076  -3.3879
H  0.4654  -0.3187  4.9769
H  1.4943  -0.2448  3.5112
H  0.0323  -1.2097  3.5001
H  0.1983  1.8634  3.6120
H  -1.2868  0.9810  4.0482
H  -1.2959  -0.0132  1.7561
H  0.1133  0.9589  1.3018
H  -1.8293  2.0580  0.4828
H  -1.2872  3.0425  1.8350
H  -3.5947  2.6688  2.0575
H  -3.4417  1.0388  1.9571
H  0.1451  0.2053  -1.1985
H  -0.5327  -1.0353  0.0648
H  0.9019  -3.1484  -4.1634
H  2.4661  -2.9101  -3.2759
H  1.3343  -1.1131  -5.4676
H  2.9780  -0.9691  -4.7318
H  0.4722  0.3515  -3.6858
H  2.0341  0.2860  -2.8217
N  -2.9831  1.8950  2.2735
N  0.3277  -1.8298  -1.6153
N  0.9303  -1.5313  -2.7567

***

The least stable of them is A.

***

--- A ---
A 7-piece molecular cluster, C14H42O7 overall, computed with wB97M-V/def2-TZVPD.

As for the SMILES: CCO.CCO.CCO.CCO.CCO.CCO.CCO. The calculation puts the HOMO-LUMO gap at 10.4 eV.

Cartesian coordinates (Å):
C  -21.2793  2.7404  23.2325
C  -19.8076  2.3697  23.3908
O  -19.6232  1.2859  22.4248
H  -21.3544  3.8178  23.3798
H  -21.7988  2.1142  23.9578
H  -21.5814  2.5947  22.1954
H  -19.5751  1.9956  24.3879
H  -19.0251  3.1060  23.2072
H  -20.0355  1.4790  21.5796
C  -10.1647  1.5765  21.3742
C  -11.4575  1.2486  21.9758
O  -12.4644  2.0772  21.3302
H  -9.9098  2.6295  21.2544
H  -10.3638  1.2381  20.3574
H  -9.3081  1.0565  21.8030
H  -11.4354  1.4640  23.0441
H  -11.6391  0.1817  21.8461
H  -13.3559  1.8329  21.5896
C  -12.8255  -0.1709  24.9230
C  -13.4164  -1.4682  24.5240
O  -13.9563  -2.1085  25.6675
H  -11.7644  -0.3773  25.0625
H  -13.2187  0.3159  25.8155
H  -12.8814  0.5953  24.1498
H  -12.6401  -2.0978  24.0891
H  -14.0277  -1.3586  23.6282
H  -14.2855  -2.9213  25.2768
C  -16.2274  2.5103  21.5034
C  -16.1152  1.1109  22.1981
O  -14.8116  0.9940  22.6656
H  -15.7901  3.2575  22.1657
H  -17.2624  2.8257  21.3711
H  -15.6254  2.5370  20.5952
H  -16.4359  0.2282  21.6449
H  -16.8186  1.1791  23.0280
H  -14.7995  1.1180  23.6175
C  -15.9947  -1.1320  18.4068
C  -14.8009  -0.7742  17.5014
O  -14.1792  0.3936  17.7701
H  -16.4027  -2.1052  18.1338
H  -16.8932  -0.5181  18.3435
H  -15.5889  -1.1851  19.4170
H  -15.1734  -0.7983  16.4773
H  -14.0858  -1.5781  17.6760
H  -14.5026  0.7441  18.6033
C  -17.6406  0.1354  26.3128
C  -16.2692  0.8138  26.5736
O  -15.6632  -0.1278  27.4053
H  -17.6384  -0.7437  25.6683
H  -18.3800  0.8729  26.0006
H  -18.0539  -0.3867  27.1757
H  -16.2777  1.7450  27.1399
H  -15.6651  0.8505  25.6671
H  -14.9914  -0.6254  26.9335
C  -19.6611  5.2759  20.4820
C  -20.4738  6.4599  21.0000
O  -20.0630  6.6892  22.2767
H  -18.6734  5.6808  20.2614
H  -20.0065  4.8146  19.5568
H  -19.4955  4.4972  21.2265
H  -21.5294  6.1899  20.9716
H  -20.4102  7.3194  20.3327
H  -19.3264  7.3013  22.2120

***

--- B ---
A 7-piece molecular cluster, C14H42O7 overall, computed with wB97M-V/def2-TZVPD.

As for the SMILES: CCO.CCO.CCO.CCO.CCO.CCO.CCO. The calculation puts the HOMO-LUMO gap at 9.8 eV.

Cartesian coordinates (Å):
C  1.8977  1.5953  -4.6240
C  1.4077  0.7173  -3.4880
O  1.3217  1.6023  -2.3850
H  3.0557  1.7813  -4.1050
H  1.3577  2.4913  -4.5440
H  1.8557  1.0943  -5.5540
H  2.0087  0.0723  -3.0810
H  0.5347  0.2253  -3.7600
H  0.6607  1.2723  -1.8060
C  -1.9163  -0.6777  4.3860
C  -2.7433  -1.9647  4.3990
O  -3.4313  -2.0397  3.1510
H  -1.1763  -0.6097  3.7400
H  -1.2963  -0.5387  5.2970
H  -2.6553  0.1113  4.2430
H  -3.5703  -1.7547  5.1110
H  -2.1213  -3.0867  4.4860
H  -3.9893  -2.8067  3.1910
C  6.1227  2.9543  -0.9680
C  4.4967  2.7043  -0.9300
O  3.9197  2.9983  -2.1440
H  6.5617  2.7723  -0.1760
H  6.4477  3.9843  -1.2710
H  6.6827  2.2763  -1.7400
H  4.0837  3.2563  -0.2390
H  4.2257  1.7113  -0.7310
H  3.1627  2.3623  -2.2530
C  0.0567  -3.7127  2.9160
C  1.0457  -4.7077  3.3980
O  1.3507  -5.6317  2.4340
H  0.4517  -3.3467  1.9800
H  -0.2023  -2.6957  3.3120
H  -0.8473  -4.1717  2.7130
H  0.6687  -5.2937  4.2280
H  1.8337  -4.1077  3.7780
H  1.8307  -6.3847  2.7540
C  -2.7573  -1.9507  -1.6980
C  -2.8173  -0.6197  -2.5080
O  -3.8723  -0.5737  -3.2790
H  -3.5273  -1.9397  -0.9870
H  -1.8503  -2.0667  -1.2060
H  -2.7373  -2.6777  -2.4130
H  -2.1453  -0.5867  -3.3120
H  -2.5993  0.1243  -1.6920
H  -3.7823  0.2913  -3.8670
C  -1.9373  3.7633  -1.2960
C  -3.0523  2.9013  -0.6580
O  -2.5203  2.0403  0.4110
H  -1.0883  3.1523  -1.7300
H  -1.2413  4.3383  -0.4750
H  -2.3623  4.5493  -1.9660
H  -3.8313  2.3083  -1.1840
H  -3.8093  3.6383  0.0310
H  -3.2973  1.8783  1.0050
C  1.5827  -0.7577  0.6130
C  0.1867  -0.0067  0.6920
O  -0.0853  0.9843  -0.2000
H  1.5057  -0.9267  -0.5310
H  1.7647  -1.7057  1.1650
H  2.3997  -0.0207  0.7560
H  0.2537  0.5833  1.7300
H  -0.5723  -0.6057  0.8970
H  -0.8973  1.4303  -0.0130

***

The least stable of them is B.